Computed, not measured: C20H43FeN2O2SSi4 as an isolated structure in a non-equilibrium geometry, with ωB97M-V/def2-TZVPD.

Each line ends with the Löwdin charge.
Positions of all 73 atoms, in Å:
Fe1 0.033 -1.187 -0.365  0.54
N1 0.497 -2.111 1.979  -0.02
C1 1.852 -2.604 2.206  -0.25
C2 2.253 -3.559 1.075  -0.19
C3 3.470 -3.088 0.279  -0.20
C4 3.252 -1.812 -0.539  -0.26
N2 2.083 -1.931 -1.417  0.00
H1 0.247 -1.427 2.686  0.05
H2 -0.164 -2.881 2.056  0.07
H3 1.945 -3.102 3.183  0.12
H4 2.518 -1.739 2.216  0.09
H5 1.403 -3.654 0.394  0.08
H6 2.471 -4.550 1.478  0.11
H7 3.761 -3.890 -0.404  0.11
H8 4.306 -2.924 0.963  0.12
H9 4.173 -1.627 -1.109  0.12
H10 3.080 -0.950 0.113  0.08
H11 2.113 -2.833 -1.888  0.11
H12 2.114 -1.219 -2.146  0.08
O1 -0.911 -0.845 -4.421  0.05
C5 -1.208 -1.173 -3.279  -0.61
O2 -0.667 -0.682 -2.232  -0.21
C6 -2.308 -2.201 -3.079  -0.14
C7 -3.141 -2.414 -4.174  -0.03
C8 -4.172 -3.332 -4.143  -0.08
C9 -4.379 -4.078 -2.991  -0.09
C10 -3.573 -3.878 -1.892  -0.14
C11 -2.537 -2.937 -1.906  -0.59
S1 -1.648 -2.824 -0.407  0.65
H13 -2.941 -1.827 -5.059  0.12
H14 -4.805 -3.473 -5.007  0.10
H15 -5.169 -4.812 -2.950  0.10
H16 -3.727 -4.448 -0.989  0.09
C12 0.811 0.815 4.082  -0.22
Si1 1.323 1.832 2.537  0.39
C13 3.196 1.447 2.341  -0.22
C14 1.256 3.675 3.078  -0.20
Si2 0.126 1.215 0.556  0.43
Si3 0.859 2.596 -1.264  0.39
C15 0.828 4.436 -0.723  -0.21
C16 -0.145 2.475 -2.874  -0.20
C17 2.684 2.152 -1.642  -0.21
Si4 -2.244 1.440 0.866  0.38
C18 -2.717 3.191 1.488  -0.21
C19 -2.802 0.148 2.161  -0.22
C20 -3.204 1.112 -0.745  -0.19
H17 1.174 1.281 4.992  0.03
H18 1.227 -0.187 4.056  0.00
H19 -0.267 0.727 4.169  0.00
H20 3.698 1.410 3.305  0.03
H21 3.693 2.202 1.741  0.02
H22 3.354 0.489 1.855  -0.01
H23 1.888 3.881 3.940  0.03
H24 0.246 3.982 3.329  0.01
H25 1.596 4.314 2.271  0.00
H26 -0.178 4.756 -0.475  0.02
H27 1.196 5.095 -1.505  0.03
H28 1.446 4.599 0.152  -0.01
H29 -1.144 2.879 -2.742  0.02
H30 -0.251 1.443 -3.187  0.00
H31 0.322 3.018 -3.692  0.03
H32 3.322 2.326 -0.781  0.01
H33 3.075 2.742 -2.466  0.03
H34 2.778 1.105 -1.917  0.00
H35 -2.221 3.419 2.426  0.01
H36 -3.787 3.292 1.649  0.02
H37 -2.423 3.950 0.769  0.01
H38 -2.319 0.306 3.119  0.00
H39 -2.554 -0.853 1.818  -0.02
H40 -3.875 0.186 2.327  0.03
H41 -2.984 1.861 -1.499  0.02
H42 -4.281 1.104 -0.591  0.03
H43 -2.923 0.147 -1.157  0.00

Results
Energy above the lowest of the compared OMol25 structures with the same formula, charge and spin in kJ/mol: 0.00
Gap between HOMO and LUMO (alpha / beta) in eV: 7.992 / 5.615
2S+1: 6
Electronic energy in Ha: -3867.84348



Computed, not measured: C33H73N4O3 as an isolated structure in a non-equilibrium geometry, with ωB97M-V/def2-TZVPD.

Each line ends with the Löwdin charge.
Positions of all 113 atoms, in Å:
C1 -1.482 -2.900 -4.083  -0.07
C2 -0.525 -1.710 -4.416  -0.22
C3 0.351 -1.986 -5.665  -0.06
N1 1.402 -0.804 -5.826  -0.23
C4 2.420 -0.691 -4.682  0.02
C5 2.287 -1.139 -7.062  -0.11
C6 2.771 0.165 -7.605  -0.12
C7 1.455 0.944 -7.439  -0.16
C8 0.739 0.519 -6.219  -0.10
H1 -0.917 -3.790 -3.804  0.08
H2 -2.112 -3.289 -4.882  0.09
H3 -2.133 -2.704 -3.231  0.06
H4 0.207 -1.464 -3.646  0.07
H5 -1.132 -0.817 -4.567  0.10
H6 -0.227 -1.922 -6.587  0.14
H7 0.972 -2.867 -5.501  0.14
H8 2.791 -1.679 -4.412  0.11
H9 1.920 -0.190 -3.853  0.08
H10 3.150 0.037 -5.037  0.11
H11 2.912 -1.990 -6.791  0.14
H12 1.563 -1.553 -7.764  0.14
H13 3.563 0.610 -7.003  0.11
H14 3.206 0.161 -8.605  0.14
H15 1.574 2.027 -7.467  0.13
H16 0.834 0.729 -8.308  0.13
H17 1.042 1.239 -5.459  0.13
H18 -0.333 0.418 -6.390  0.14
C9 -0.537 3.691 -0.150  -0.07
C10 -1.014 3.880 1.314  -0.21
C11 0.236 3.998 2.227  -0.09
N2 0.059 3.520 3.706  -0.24
C12 -0.826 4.519 4.405  0.06
C13 1.406 3.435 4.397  -0.09
C14 1.848 2.045 4.154  -0.20
C15 0.669 1.239 4.374  -0.18
C16 -0.449 2.020 3.741  -0.06
H19 -0.291 2.663 -0.414  0.05
H20 0.340 4.321 -0.304  0.08
H21 -1.306 4.036 -0.841  0.09
H22 -1.683 3.039 1.495  0.08
H23 -1.680 4.731 1.463  0.12
H24 0.648 5.007 2.221  0.15
H25 0.992 3.307 1.855  0.12
H26 -0.304 5.469 4.289  0.13
H27 -0.775 4.022 5.373  0.12
H28 -1.781 4.561 3.882  0.11
H29 1.314 3.737 5.440  0.16
H30 2.033 4.137 3.846  0.15
H31 2.609 1.779 4.888  0.14
H32 2.333 1.802 3.209  0.11
H33 0.402 1.139 5.426  0.14
H34 0.755 0.204 4.043  0.11
H35 -1.381 2.040 4.306  0.13
H36 -0.644 1.568 2.769  0.11
C17 -4.718 -0.152 -2.489  -0.09
C18 -5.408 0.451 -1.264  -0.21
C19 -5.242 -0.522 -0.084  -0.11
N3 -5.526 0.039 1.309  -0.22
C20 -6.877 0.770 1.420  0.05
C21 -4.357 0.963 1.811  -0.09
C22 -3.640 0.151 2.828  -0.18
C23 -4.106 -1.263 2.806  -0.15
C24 -5.501 -1.160 2.280  -0.08
H37 -3.692 -0.453 -2.277  0.05
H38 -4.762 0.591 -3.286  0.09
H39 -5.203 -1.073 -2.811  0.09
H40 -6.411 0.618 -1.658  0.13
H41 -4.938 1.389 -0.967  0.11
H42 -4.269 -1.000 0.028  0.12
H43 -5.960 -1.334 -0.197  0.14
H44 -7.655 0.074 1.105  0.12
H45 -6.807 1.618 0.739  0.11
H46 -7.086 1.062 2.450  0.12
H47 -4.823 1.840 2.259  0.13
H48 -3.901 1.585 1.040  0.11
H49 -3.954 0.558 3.789  0.13
H50 -2.553 0.212 2.779  0.10
H51 -3.967 -1.697 3.797  0.14
H52 -3.501 -1.857 2.121  0.11
H53 -6.280 -1.004 3.026  0.14
H54 -5.818 -2.037 1.717  0.14
C25 2.880 -1.374 -1.165  -0.08
C26 3.543 -1.160 0.238  -0.20
C27 3.096 -2.259 1.225  -0.09
N4 4.032 -2.139 2.470  -0.26
C28 3.626 -0.993 3.388  0.03
C29 3.923 -3.442 3.361  -0.05
C30 5.227 -3.523 4.193  -0.16
C31 6.195 -2.607 3.539  -0.15
C32 5.576 -2.098 2.185  -0.04
H55 1.791 -1.339 -1.124  0.05
H56 3.333 -2.232 -1.662  0.09
H57 3.086 -0.492 -1.771  0.07
H58 3.346 -0.139 0.566  0.11
H59 4.622 -1.224 0.098  0.10
H60 3.301 -3.277 0.894  0.13
H61 2.050 -2.395 1.503  0.13
H62 2.560 -1.207 3.468  0.09
H63 3.872 -0.029 2.944  0.10
H64 4.272 -1.165 4.249  0.11
H65 2.995 -3.429 3.933  0.14
H66 4.042 -4.241 2.629  0.13
H67 5.166 -3.291 5.256  0.13
H68 5.539 -4.565 4.134  0.13
H69 6.553 -1.788 4.162  0.12
H70 7.078 -3.239 3.440  0.13
H71 5.819 -1.095 1.835  0.13
H72 5.773 -2.823 1.395  0.14
O1 -0.479 -0.432 -1.357  0.21
C33 -1.261 -0.657 -0.346  -0.75
O2 -1.670 0.436 0.087  0.14
O3 -1.371 -1.796 0.130  0.36
H73 -0.830 0.377 -0.978  0.02

Results
Energy above the lowest of the compared OMol25 structures with the same formula, charge and spin in kJ/mol: 76.22
Charge: +4
Gap between HOMO and LUMO (alpha / beta) in eV: 11.143 / 6.052
2S+1: 2
Electronic energy in Ha: -1744.38296



Among the records above, which one has the highest electronic energy? C33H73N4O3